Molecular formula: CH5N3OS
Method: DFT, the ωB97M-V functional and the def2-TZVPD basis

Atoms and positions in Å:
H  -0.87482  1.72117  -0.03185
N  0.08518  1.34951  -0.04440
C  0.05712  0.09791  -0.03924
N  -1.09777  -0.73649  -0.12198
O  -2.32242  -0.03336  0.05688
N  1.17428  -0.74118  -0.01489
S  2.71363  -0.03415  0.13581
H  -1.05294  -1.50526  0.55685
H  -2.19989  0.38841  0.92033
H  1.08719  -1.48423  -0.70111
H  2.43043  0.97766  -0.71639

Forces on atoms 1 to 2 (eV/Å):
H 0.565 -0.098 -0.116
N -0.357 0.760 0.183

Output
Orbital gap, eV: 9.8
SMILES: [H]/N=C(\NO)NS
LUMO, eV: 0.62
ΔE to the lowest compared entry with this formula, charge and spin, kcal/mol: 33.6

Results of the Mulliken charge analysis, in e, for atoms 1 through 6: H 0.271; N -0.652; C 0.502; N -0.189; O -0.421; N -0.400



Molecular formula: CH5N3S
Method: DFT, the ωB97M-V functional and the def2-TZVPD basis

Atoms and positions in Å:
N  -1.14921  0.03124  2.48973
N  -0.85855  -0.80938  1.39927
C  0.05927  -0.23926  0.72671
N  0.26514  -0.52353  -0.72010
S  0.78869  0.61293  -1.85507
H  -2.02449  -0.03223  2.81282
H  -1.18099  1.09718  2.23479
H  0.26383  0.89088  0.73023
H  -0.05421  -1.37848  -1.07495
H  2.21959  0.16304  -1.56426

Forces on atoms 1 to 2 (eV/Å):
N 3.209 3.200 -0.809
N 0.877 1.343 0.425

Output
Orbital gap, eV: 8.9
SMILES: N/N=C/NS
LUMO, eV: 0.53
ΔE to the lowest compared entry with this formula, charge and spin, kcal/mol: 71.5

Results of the Mulliken charge analysis, in e, for atoms 1 through 6: N -0.449; N -0.234; C 0.127; N -0.293; S -0.173; H 0.247



Molecular formula: CH5N3S2
Method: DFT, the ωB97M-V functional and the def2-TZVPD basis

Atoms and positions in Å:
C  -0.80623  0.64918  -0.34633
N  1.83699  0.37745  0.40402
N  0.02816  -0.10129  -1.26506
N  1.30171  0.32587  -1.24855
S  -0.67461  -1.35771  1.78291
S  0.54486  0.59854  1.19491
H  -1.08358  1.70787  -0.49072
H  -1.66085  0.01874  -0.08195
H  -0.40518  -1.04019  -1.21509
H  1.99004  -0.32004  -1.61806
H  -1.07131  -0.85842  2.88393

Forces on atoms 1 to 2 (eV/Å):
C 1.202 -0.361 -0.732
N -1.240 0.076 -1.163

Output
Orbital gap, eV: 8.5
LUMO, eV: -0.01
ΔE to the lowest compared entry with this formula, charge and spin, kcal/mol: 88.6

Results of the Mulliken charge analysis, in e, for atoms 1 through 6: C -0.595; N -0.273; N -0.081; N -0.363; S -0.375; S 0.235



Molecular formula: CH5N4O2
Method: DFT, the ωB97M-V functional and the def2-TZVPD basis

Atoms and positions in Å:
C  1.55097  -0.26375  0.11971
N  -1.34381  0.82828  -0.21787
N  1.73632  0.96087  -0.15944
N  -0.76157  -0.14690  -0.59215
N  1.47843  -1.27272  0.67513
O  -1.31227  -1.36486  -0.36583
O  -2.55349  0.80318  0.34621
H  0.79358  1.40540  -0.27055
H  2.50960  1.46332  -0.66553
H  1.39454  -2.14059  1.27635
H  -0.70697  -1.96030  -0.69906
H  -2.78532  1.68808  0.55302

Forces on atoms 1 to 2 (eV/Å):
C 1.157 -1.204 1.753
N -0.042 3.420 0.184

Output
Orbital gap, eV: 10.9
LUMO, eV: -3.95
ΔE to the lowest compared entry with this formula, charge and spin, kcal/mol: 74.4
Total charge: +1

Results of the Mulliken charge analysis, in e, for atoms 1 through 6: C 0.472; N -0.142; N -0.343; N -0.013; N -0.131; O -0.334



Molecular formula: CH5N6
Method: DFT, the ωB97M-V functional and the def2-TZVPD basis

Atoms and positions in Å:
C  -0.09891  -0.23984  -0.06919
N  0.79714  -1.13504  0.17238
N  2.50476  1.20371  0.47548
N  2.14837  -0.95743  -0.10454
N  2.49839  0.15322  0.04946
N  -0.20104  1.08607  -0.45560
N  -1.47605  -0.68616  0.26467
H  -1.21491  1.44327  -0.52759
H  0.40884  1.61999  -1.03174
H  -1.36693  -1.71074  0.82423
H  -2.09472  -0.69499  -0.59255
H  -1.90494  -0.08208  0.99499

Forces on atoms 1 to 2 (eV/Å):
C 0.854 0.442 0.141
N -1.641 0.782 -0.596

Output
Orbital gap, eV: 9.2
LUMO, eV: -4.37
ΔE to the lowest compared entry with this formula, charge and spin, kcal/mol: 17.6
Total charge: +1

Results of the Mulliken charge analysis, in e, for atoms 1 through 6: C 0.564; N -0.114; N -0.362; N -0.609; N 0.776; N -0.486



Molecular formula: CH5NO
Method: DFT, the ωB97M-V functional and the def2-TZVPD basis

Atoms and positions in Å:
C  0.02022  -1.80460  1.55797
N  -1.31943  -1.91335  1.51838
H  0.38798  -1.85505  2.60052
H  0.55340  -1.89731  0.64506
H  -1.48043  -2.38100  0.64893
H  1.00997  2.83281  -2.80386
H  0.55990  3.94371  -1.90759
O  0.26839  3.07479  -2.25941

Forces on atoms 1 to 2 (eV/Å):
C -1.355 0.156 1.839
N 0.103 -0.384 0.628

Output
Multiplicity: 2
Orbital gap (spin up / spin down), eV: 2.3 / 7.2
⟨S²⟩: 0.7527
LUMO (spin up / spin down), eV: 3.61 / 3.79
ΔE to the lowest compared entry with this formula, charge and spin, kcal/mol: 32.1
Total charge: -1

Results of the Mulliken charge analysis, in e, for atoms 1 through 6: C -0.808; N -0.633; H 0.199; H 0.310; H 0.099; H 0.470



Molecular formula: CH5NO
Method: DFT, the ωB97M-V functional and the def2-TZVPD basis

Atoms and positions in Å:
C  0.29784  0.42070  -1.11003
H  1.31461  0.94857  -1.03571
H  0.47814  -0.11840  -1.96318
H  -0.63321  0.97082  -1.21981
H  0.03171  -0.99389  1.75489
H  -1.34252  0.30767  1.10378
N  -0.25504  0.17563  1.23853
O  0.01868  -0.60855  -0.08118

Forces on atoms 1 to 2 (eV/Å):
C 0.689 -0.473 2.403
H -1.820 -0.101 0.870

Output
Orbital gap, eV: 10.7
LUMO, eV: 0.90
ΔE to the lowest compared entry with this formula, charge and spin, kcal/mol: 88.9

Results of the Mulliken charge analysis, in e, for atoms 1 through 6: C -0.534; H 0.226; H 0.260; H 0.257; H 0.307; H 0.275



Molecular formula: CH5NO
Method: DFT, the ωB97M-V functional and the def2-TZVPD basis

Atoms and positions in Å:
C  0.14008  -1.04636  -0.59994
N  0.07457  1.55929  1.33560
O  -0.88961  -0.31319  -0.28709
H  0.63351  -1.71295  0.16616
H  0.82158  -0.21061  -1.02985
H  0.04790  -1.48262  -1.64452
H  -0.83316  1.03611  1.55883
H  0.00514  2.17032  0.50080

Forces on atoms 1 to 2 (eV/Å):
C 2.172 0.245 -1.987
N -0.573 -0.729 0.458

Output
Orbital gap (spin up / spin down), eV: 10.0 / 9.0
LUMO (spin up / spin down), eV: -0.31 / -1.31
ΔE to the lowest compared entry with this formula, charge and spin, kcal/mol: 109.3

Results of the Mulliken charge analysis, in e, for atoms 1 through 6: C -0.431; N -0.509; O -0.364; H 0.249; H 0.240; H 0.292



Molecular formula: CH5NO
Method: DFT, the ωB97M-V functional and the def2-TZVPD basis

Atoms and positions in Å:
C  -0.98886  -0.14379  0.24999
N  1.71907  0.14316  0.08175
O  -0.03446  -0.84998  -0.47848
H  -1.12636  0.90755  -0.04233
H  -0.81385  0.06232  1.37322
H  -2.00042  -0.45317  0.08368
H  2.22315  0.03919  -0.78846
H  2.10241  -0.65650  0.56086

Forces on atoms 1 to 2 (eV/Å):
C 0.622 2.639 1.716
N -3.095 -1.138 -0.728

Output
Orbital gap, eV: 8.5
LUMO, eV: -1.53
ΔE to the lowest compared entry with this formula, charge and spin, kcal/mol: 101.4

Results of the Mulliken charge analysis, in e, for atoms 1 through 6: C -0.542; N -0.408; O -0.375; H 0.256; H 0.229; H 0.319



Molecular formula: CH5NO2
Method: DFT, the ωB97M-V functional and the def2-TZVPD basis

Atoms and positions in Å:
N  1.00076  0.99991  -0.05048
C  1.54063  -0.20579  0.26224
O  0.97157  -1.27056  0.20727
H  0.02162  0.99732  -0.22903
H  1.48539  1.83176  0.21854
H  2.61467  -0.15631  0.50478
O  -2.72220  -0.62269  -0.63201
H  -1.83661  -0.38927  -0.34515
H  -3.07582  -1.18437  0.06386

Forces on atoms 1 to 2 (eV/Å):
N 0.409 -0.693 0.233
C 0.546 -0.229 -0.256

Output
Orbital gap, eV: 11.2
SMILES: NC=O.O
LUMO, eV: 0.76
ΔE to the lowest compared entry with this formula, charge and spin, kcal/mol: 9.3

Results of the Mulliken charge analysis, in e, for atoms 1 through 6: N -0.275; C 0.098; O -0.516; H 0.179; H 0.232; H 0.303



Molecular formula: CH5NO2
Method: DFT, the ωB97M-V functional and the def2-TZVPD basis

Atoms and positions in Å:
N  0.62599  2.00908  0.03324
O  -0.01566  2.79720  -0.78719
H  0.59200  2.11068  1.04161
C  -0.24935  -1.51298  0.08587
O  -0.43025  -0.36287  -0.78568
H  -0.73132  -2.26759  -0.54332
H  -0.74432  -1.47967  1.06618
H  0.87634  -1.66063  0.24136
H  0.07657  0.36679  -0.35209

Forces on atoms 1 to 2 (eV/Å):
N -1.995 2.054 -6.224
O 3.106 -3.365 5.621

Output
Orbital gap, eV: 8.4
SMILES: N=O.CO
LUMO, eV: -1.81
ΔE to the lowest compared entry with this formula, charge and spin, kcal/mol: 115.0

Results of the Mulliken charge analysis, in e, for atoms 1 through 6: N -0.158; O -0.165; H 0.242; C -0.466; O -0.470; H 0.169



Molecular formula: CH5NO2
Method: DFT, the ωB97M-V functional and the def2-TZVPD basis

Atoms and positions in Å:
N  0.00000  0.00000  0.00000
C  -0.07816  -0.04611  1.28316
O  -1.20392  -0.04779  1.86064
H  -0.85878  0.25571  -0.49359
H  0.87369  -0.11504  -0.51958
H  0.93567  0.05773  1.74039
O  -3.43779  0.81788  2.81881
H  -2.51457  0.51403  2.66521
H  -3.78708  1.01422  1.92008

Forces on atoms 1 to 2 (eV/Å):
N 0.134 0.238 -3.838
C -2.254 0.601 3.591

Output
Orbital gap, eV: 10.6
SMILES: NC=O.O
LUMO, eV: 0.54
ΔE to the lowest compared entry with this formula, charge and spin, kcal/mol: 15.8

Results of the Mulliken charge analysis, in e, for atoms 1 through 6: N -0.309; C 0.200; O -0.673; H 0.231; H 0.229; H 0.269